{
  "formula": "C53H130HgN11O16",
  "method": "the ωB97M-V functional and the def2-TZVPD basis",
  "elements": ["Hg", "C", "C", "C", "O", "H", "H", "H", "H", "H", "H", "H", "C", "C", "C", "O", "C", "C", "C", "O", "O", "O", "H", "H", "C", "C", "C", "O", "C", "N", "H", "H", "H", "H", "H", "H", "H", "H", "H", "H", "H", "C", "C", "C", "O", "C", "N", "H", "H", "H", "H", "H", "H", "H", "H", "H", "H", "H", "C", "C", "C", "O", "C", "N", "H", "H", "H", "H", "H", "H", "H", "H", "H", "H", "H", "C", "C", "C", "O", "C", "N", "H", "H", "H", "H", "H", "H", "H", "H", "H", "H", "H", "C", "C", "C", "O", "C", "N", "H", "H", "H", "H", "H", "H", "H", "H", "H", "H", "H", "C", "C", "C", "O", "C", "N", "H", "H", "H", "H", "H", "H", "H", "H", "H", "H", "H", "C", "C", "C", "O", "C", "N", "H", "H", "H", "H", "H", "H", "H", "H", "H", "H", "H", "C", "C", "C", "O", "C", "N", "H", "H", "H", "H", "H", "H", "H", "H", "H", "H", "H", "C", "C", "C", "O", "C", "N", "H", "H", "H", "H", "H", "H", "H", "H", "H", "H", "H", "C", "C", "C", "O", "C", "N", "H", "H", "H", "H", "H", "H", "H", "H", "H", "H", "H", "C", "C", "C", "O", "C", "N", "H", "H", "H", "H", "H", "H", "H", "H", "H", "H", "H"],
  "xyz": [[1.566, 1.091, -3.478], [1.414, 0.957, 0.342], [0.385, 0.015, -0.314], [-0.975, -0.057, 0.466], [0.325, 0.200, -1.701], [1.069, 1.974, 0.532], [2.303, 1.096, -0.274], [1.736, 0.393, 1.217], [0.774, -0.983, -0.112], [-1.569, 0.828, 0.239], [-0.804, -0.112, 1.541], [-1.678, -0.868, 0.274], [5.473, 3.662, -2.206], [6.765, 3.223, -1.857], [6.982, 1.707, -1.462], [8.060, 1.409, -0.953], [5.792, 0.790, -1.648], [4.645, 1.284, -2.129], [4.470, 2.774, -2.375], [3.380, 3.274, -2.720], [3.757, 0.372, -2.389], [7.807, 3.908, -1.757], [5.284, 4.724, -2.264], [5.937, -0.280, -1.646], [-8.583, 3.835, -0.963], [-8.448, 2.673, -0.021], [-7.032, 1.916, -0.127], [-6.095, 3.002, 0.084], [-4.681, 2.556, 0.110], [-8.683, 3.144, 1.368], [-8.748, 3.433, -1.962], [-7.728, 4.507, -0.889], [-9.454, 4.412, -0.651], [-9.243, 1.959, -0.233], [-6.988, 1.539, -1.148], [-6.984, 1.028, 0.503], [-4.348, 2.594, -0.927], [-4.406, 1.538, 0.387], [-4.082, 3.263, 0.684], [-7.741, 3.344, 1.673], [-8.853, 2.347, 1.964], [1.722, -2.141, 3.753], [1.704, -2.793, 5.117], [1.863, -1.713, 6.210], [1.788, -2.365, 7.489], [2.122, -1.518, 8.588], [0.380, -3.403, 5.198], [0.796, -1.593, 3.578], [1.647, -2.834, 2.915], [2.603, -1.580, 3.440], [2.544, -3.484, 5.176], [1.157, -0.887, 6.131], [2.867, -1.388, 5.934], [3.097, -1.033, 8.528], [2.039, -2.069, 9.525], [1.286, -0.828, 8.697], [0.276, -4.246, 4.650], [0.423, -3.688, 6.166], [3.953, 3.362, 1.193], [3.321, 4.703, 0.872], [2.021, 4.937, 1.613], [1.499, 6.203, 1.160], [0.178, 6.503, 1.672], [4.224, 5.726, 1.361], [4.859, 3.155, 0.623], [3.226, 2.563, 1.051], [4.290, 3.382, 2.229], [3.316, 4.917, -0.197], [2.112, 4.853, 2.696], [1.378, 4.104, 1.328], [-0.677, 5.918, 1.334], [-0.051, 7.557, 1.516], [0.153, 6.508, 2.762], [3.702, 6.579, 1.501], [4.486, 5.562, 2.323], [-0.831, 3.903, -1.383], [-0.939, 3.420, -2.844], [-1.740, 4.239, -3.785], [-1.675, 3.630, -5.067], [-2.646, 4.149, -5.985], [0.342, 3.092, -3.404], [-0.056, 3.373, -0.830], [-1.819, 3.763, -0.944], [-0.768, 4.992, -1.370], [-1.448, 2.466, -2.714], [-1.358, 5.254, -3.899], [-2.763, 4.182, -3.415], [-2.516, 5.193, -6.268], [-3.652, 4.003, -5.592], [-2.694, 3.527, -6.879], [0.043, 3.204, -4.362], [0.890, 3.920, -3.221], [2.944, -2.115, -5.868], [1.402, -2.053, -5.468], [0.822, -3.492, -5.264], [0.997, -4.186, -6.529], [1.099, -5.614, -6.342], [1.230, -1.294, -4.197], [3.463, -1.159, -5.936], [2.960, -2.611, -6.839], [3.617, -2.655, -5.201], [0.960, -1.397, -6.218], [-0.241, -3.562, -5.031], [1.435, -3.949, -4.488], [0.126, -6.000, -6.038], [1.892, -5.891, -5.648], [1.429, -5.931, -7.332], [0.293, -1.456, -3.857], [1.732, -1.866, -3.534], [-8.243, -3.318, -1.341], [-7.353, -2.039, -1.196], [-6.332, -2.024, -0.058], [-5.683, -3.326, -0.005], [-4.719, -3.406, 1.056], [-6.772, -2.025, -2.509], [-9.054, -3.103, -2.038], [-8.667, -3.593, -0.375], [-7.816, -4.265, -1.673], [-7.979, -1.147, -1.170], [-6.767, -1.922, 0.937], [-5.565, -1.257, -0.159], [-3.935, -2.651, 0.995], [-4.175, -4.348, 1.121], [-5.182, -3.377, 2.043], [-6.142, -2.811, -2.437], [-6.243, -1.165, -2.531], [-6.647, 1.525, -5.932], [-6.452, 0.774, -4.608], [-4.951, 0.804, -4.025], [-5.030, 0.091, -2.812], [-3.794, -0.259, -2.225], [-7.482, 1.322, -3.742], [-6.055, 0.973, -6.663], [-6.285, 2.553, -5.903], [-7.711, 1.550, -6.168], [-6.644, -0.283, -4.797], [-4.539, 1.800, -3.865], [-4.359, 0.162, -4.678], [-4.033, -0.567, -1.207], [-3.183, 0.638, -2.127], [-3.188, -1.011, -2.731], [-7.341, 0.900, -2.835], [-7.348, 2.309, -3.573], [-1.080, -5.026, -2.195], [-1.164, -3.720, -1.425], [-0.538, -3.881, -0.055], [-1.279, -4.712, 0.880], [-0.910, -4.608, 2.247], [-0.446, -2.776, -2.282], [-1.660, -4.975, -3.117], [-1.470, -5.860, -1.611], [-0.083, -5.174, -2.610], [-2.155, -3.300, -1.252], [-0.326, -2.941, 0.455], [0.490, -4.241, -0.076], [-1.842, -4.672, 2.809], [-0.445, -3.642, 2.443], [-0.268, -5.452, 2.499], [0.509, -3.088, -2.177], [-0.435, -1.871, -1.834], [4.574, -3.815, -2.051], [3.370, -3.617, -1.145], [3.660, -3.430, 0.364], [4.561, -4.452, 0.859], [4.585, -4.617, 2.299], [2.693, -2.479, -1.733], [4.299, -4.115, -3.062], [5.264, -4.601, -1.743], [5.157, -2.895, -2.017], [2.733, -4.496, -1.236], [2.668, -3.530, 0.805], [4.105, -2.459, 0.581], [3.727, -5.220, 2.597], [4.451, -3.661, 2.806], [5.476, -5.042, 2.758], [2.145, -2.013, -1.024], [3.416, -1.822, -1.992], [4.867, 0.436, 2.097], [5.747, -0.514, 2.906], [6.657, -1.404, 2.021], [7.153, -2.422, 2.840], [7.709, -3.449, 2.064], [6.512, 0.332, 3.774], [5.475, 1.041, 1.425], [4.185, 1.054, 2.681], [4.176, -0.141, 1.482], [5.149, -1.223, 3.479], [7.472, -0.900, 1.502], [5.980, -1.794, 1.261], [8.797, -3.493, 2.111], [7.219, -3.608, 1.103], [7.628, -4.375, 2.633], [7.060, -0.303, 4.337], [7.153, 0.786, 3.139], [1.477, 1.633, 3.925], [1.296, 2.847, 4.912], [0.821, 2.478, 6.302], [0.780, 3.696, 7.085], [0.179, 3.433, 8.354], [2.585, 3.482, 4.920], [0.592, 1.000, 3.982], [2.332, 1.017, 4.204], [1.545, 1.990, 2.897], [0.535, 3.513, 4.506], [1.414, 1.680, 6.748], [-0.159, 2.058, 6.072], [0.242, 4.425, 8.802], [0.690, 2.827, 9.102], [-0.890, 3.220, 8.340], [3.270, 2.782, 5.168], [2.599, 4.074, 5.738]],
  "mulliken_charge": [1.878, -0.255, 2.215, -0.923, 0.017, -0.274, -0.358, 0.027, -1.658, 0.068, 0.297, -0.059, -0.391, 0.389, 0.311, -0.704, -0.647, 0.091, 0.187, -0.610, -0.341, -0.732, 0.330, 0.295, -1.450, 0.330, 0.836, -0.479, -0.622, -0.848, 0.291, 0.234, 0.436, 0.546, -0.701, 0.273, 0.010, 0.314, 0.401, 0.307, 0.284, -0.696, 0.600, -0.757, -0.435, -0.741, -0.706, 0.601, -0.255, 0.110, 0.208, 0.336, 0.357, 0.298, 0.295, 0.276, 0.184, 0.341, -0.702, 0.755, -0.276, -0.443, -0.728, -0.870, 0.185, -0.348, 0.621, 0.097, 0.184, 0.138, 0.188, 0.337, 0.304, 0.295, 0.312, -1.171, 1.513, -0.922, -0.324, -0.856, -0.571, 0.058, 0.236, 0.550, -0.920, 0.432, 0.433, 0.325, 0.277, 0.307, 0.562, 0.109, -1.357, 0.034, -0.144, -0.433, -0.676, 0.090, 0.371, 0.446, 0.148, 0.404, 0.362, 0.114, 0.286, 0.261, 0.288, 0.279, -0.247, -1.705, 0.561, -0.173, -0.389, -0.676, -0.527, 0.448, 0.405, 0.317, 0.319, 0.667, -0.331, 0.130, 0.255, 0.397, 0.409, -0.227, -1.712, 0.257, -0.498, 0.463, -0.253, -0.437, 0.425, 0.286, 0.441, 0.414, 0.079, 0.456, -0.439, -0.095, 0.476, -0.276, 0.358, -1.661, 0.423, 0.361, -0.390, -0.648, 0.603, 0.378, 0.445, 0.258, 0.418, -0.622, 0.152, 0.339, 0.121, 0.331, -0.383, -0.226, -1.583, 0.165, 0.985, -0.536, -0.558, 0.753, 0.227, 0.412, 0.341, 0.188, -0.227, -0.457, 0.404, -0.022, 0.333, -0.932, 0.029, 0.272, 0.426, 0.238, -0.424, -0.878, -0.729, 0.325, -0.234, -0.477, -0.073, 0.563, -0.669, 0.342, 0.361, 0.247, 0.351, 0.371, 0.063, 0.329, -1.019, -0.356, -0.852, -0.464, 0.496, 0.112, -0.718, 0.228, 0.356, 0.424, 0.337, 0.297, 0.326, 0.273, 0.272],
  "fmax_ev_per_a": 3.92,
  "energy_ev": -110385.001,
  "lumo_ha": 0.0432,
  "charge": -1,
  "multiplicity": 1,
  "homo_ev": -4.10,
  "mol_weight_g_mol": 1378.27,
  "gap_ev": 5.27
}